An isolated molecule of C4H5ClN2O4. Source: the Open Molecules 2025 dataset; level of theory: ωB97M-V/def2-TZVPD.

Relative energy (zero: lowest compared OMol25 entry of this formula, charge and spin) in kJ/mol: 45.6
Frontier orbital gap (alpha / beta) in eV: 10.084 / 10.084
Multiplicity: 1

Geometry as XYZ:
```
16
C4H5ClN2O4, DFT ωB97M-V/def2-TZVPD
Cl 2.36 0.64 3.24
O 2.47 0.50 0.66
O 0.42 0.50 1.61
O -3.50 0.03 -0.49
O -1.57 -1.03 -0.54
N -2.31 0.09 -0.23
N -0.23 -0.83 -0.19
C -0.13 0.51 0.29
C 1.76 0.55 1.59
C 0.72 -1.17 -1.35
C -1.56 1.07 0.25
H -1.97 2.10 0.46
H 0.74 1.10 -0.23
H 0.31 -0.95 -2.42
H 1.74 -0.75 -1.19
H 0.77 -2.35 -1.47
```

=====

A structure of composition C39H32AsN6OPbS. Source: the Open Molecules 2025 dataset; level of theory: ωB97M-V/def2-TZVPD.

Relative energy (zero: lowest compared OMol25 entry of this formula, charge and spin) in kJ/mol: 301.0
Frontier orbital gap in eV: 3.281
Net charge: +1
Multiplicity: 1

Geometry as XYZ:
```
81
C39H32AsN6OPbS, DFT ωB97M-V/def2-TZVPD
Pb 11.08 12.61 12.61
As 12.55 11.51 10.49
S 12.65 10.76 13.83
O 7.75 12.54 10.50
N 9.51 11.64 14.73
N 9.85 14.40 15.16
N 9.92 11.62 16.05
N 11.24 16.02 12.89
N 9.95 15.75 12.65
N 9.36 11.42 11.84
C 10.78 11.20 8.30
C 9.63 15.44 11.30
C 9.06 15.52 14.93
C 11.53 8.68 7.42
C 10.73 14.72 18.70
C 11.81 15.78 11.73
C 11.06 12.46 17.95
C 11.44 12.88 20.34
C 8.54 11.99 11.15
C 13.92 10.13 12.77
C 14.92 9.72 10.56
C 15.89 8.66 12.49
C 14.03 12.73 8.31
C 10.05 10.60 7.25
C 5.85 18.24 14.14
C 12.24 9.25 8.44
C 7.91 16.94 13.47
C 7.00 16.65 15.63
C 14.23 13.77 10.42
C 11.80 10.56 8.96
C 8.90 16.12 13.73
C 10.43 12.71 16.73
C 15.16 14.64 9.84
C 11.15 13.39 18.99
C 8.00 15.74 15.90
C 10.24 14.04 16.40
C 9.51 10.46 16.65
C 10.86 15.44 10.71
C 10.45 9.36 6.81
C 13.97 10.36 11.36
C 8.76 9.84 15.74
C 15.93 8.95 11.14
C 6.93 17.27 14.39
C 14.95 13.61 7.75
C 14.89 9.21 13.27
C 15.55 14.56 8.53
C 10.31 15.05 17.46
C 8.80 10.59 14.58
C 13.73 12.76 9.63
H 12.08 13.50 20.97
H 10.17 16.05 17.11
H 16.53 7.88 12.89
H 16.67 8.55 10.52
H 11.92 7.73 7.01
H 9.20 11.07 6.74
H 11.85 11.88 20.31
H 6.26 19.24 14.49
H 16.22 15.26 8.00
H 8.23 10.52 13.67
H 13.44 12.03 7.64
H 11.02 15.20 9.68
H 4.87 18.02 14.68
H 9.76 10.27 17.66
H 11.44 11.41 18.12
H 14.81 9.01 14.37
H 8.21 8.90 15.71
H 10.44 12.14 8.65
H 12.87 15.95 11.63
H 6.25 16.82 16.43
H 8.02 15.12 16.80
H 15.09 9.82 9.49
H 15.14 13.61 6.68
H 8.60 15.33 10.95
H 9.95 8.80 5.99
H 13.21 8.86 8.73
H 10.53 12.82 20.86
H 5.75 18.26 13.06
H 15.49 15.49 10.43
H 13.99 13.87 11.48
H 7.74 17.34 12.49
H 10.81 15.41 19.50
```

=====

A cluster of 14 separate species, C74H190N14O23 in total. Source: the Open Molecules 2025 dataset; level of theory: ωB97M-V/def2-TZVPD.

Relative energy (zero: lowest compared OMol25 entry of this formula, charge and spin) in kJ/mol: 694.2
Frontier orbital gap in eV: 8.689
Multiplicity: 1

Geometry as XYZ:
```
301
C74H190N14O23, DFT ωB97M-V/def2-TZVPD
O -8.35 6.40 -1.26
O -0.64 -0.59 -0.12
O 6.36 0.52 -6.31
O 4.39 -7.30 -4.31
O 0.05 2.37 3.13
O 5.22 1.64 3.40
O 4.97 8.16 -0.76
O -6.99 1.49 -3.86
O 1.47 -4.55 2.29
O 4.04 5.06 2.27
O -1.36 -7.35 1.67
O -4.69 2.33 -1.31
O -3.72 2.78 3.15
O 6.66 -1.87 -1.23
O -2.52 -2.88 4.68
O -7.81 -0.52 3.96
O 0.24 5.48 -0.59
O -3.87 3.10 -8.63
O -5.54 -4.86 -1.07
O 3.16 1.69 -2.93
O -1.75 -0.90 -5.79
O 3.39 -3.79 6.13
O 7.47 -4.16 8.72
N -4.65 3.63 -5.01
N 1.56 -1.83 -2.75
N -2.43 -2.91 -0.93
N -3.91 -0.41 4.75
N 1.80 0.14 3.22
N 6.13 5.67 0.61
N 4.50 -3.59 8.96
N 1.62 -7.31 1.77
N -7.15 3.74 -0.27
N 0.45 7.58 -3.56
N 1.56 -5.21 -3.30
N -5.47 -2.63 3.88
N 0.29 0.60 -4.45
N 7.36 -1.39 -4.04
C 2.69 -6.48 1.29
C -7.87 -1.89 3.71
C -1.40 -3.18 5.44
C 4.93 5.06 0.12
C 3.01 0.66 3.90
C 8.63 -4.75 9.27
C 3.59 3.05 -2.66
C 7.28 -0.50 -6.40
C -4.26 -2.32 -2.13
C 6.97 -1.69 -5.43
C 0.62 0.35 4.08
C -1.15 1.03 -4.50
C -3.55 0.62 3.79
C -0.51 -8.29 1.11
C 2.67 1.59 -4.30
C -8.85 5.53 -0.23
C -8.01 0.24 2.77
C -0.84 3.47 3.09
C -5.88 -6.24 -1.24
C -2.12 -7.84 2.81
C 1.15 1.75 -4.31
C 1.07 -1.75 -1.38
C 5.64 -3.13 9.88
C -4.37 1.89 4.00
C -1.94 -2.25 -5.81
C -5.45 2.09 -0.20
C -3.90 0.08 2.44
C -3.87 3.47 -1.29
C -6.00 3.76 -4.51
C -0.02 8.24 -1.39
C 6.34 1.52 2.57
C 0.42 4.10 -0.29
C -2.11 -0.23 -4.65
C 4.24 0.62 3.00
C 0.81 -3.34 2.22
C -4.15 -4.68 -0.89
C 6.77 6.64 -0.28
C 2.17 -1.35 -0.45
C -6.67 -2.57 3.01
C -3.76 2.10 -9.57
C 2.89 4.92 3.03
C 0.03 -0.66 -1.38
C 4.27 -2.50 7.98
C 4.18 4.30 1.14
C -4.47 -3.45 3.30
C -0.93 0.62 0.39
C -3.80 -3.13 -0.87
C 0.57 7.13 -2.21
C -3.50 -3.85 4.41
C -7.18 7.20 -0.85
C 5.18 -8.38 -3.79
C 6.51 -0.61 -3.28
C -5.86 0.61 -3.87
C -8.53 4.03 -0.48
C -0.03 5.77 -1.93
C -7.00 2.55 -4.84
C 3.91 -4.46 -3.15
C -4.41 3.81 -6.40
C 3.02 -2.82 7.10
C 2.36 -4.18 5.21
C 7.03 -2.91 9.26
C 0.29 1.78 4.46
C 2.28 -4.90 1.14
C -4.26 4.11 3.42
C 2.84 -5.46 -3.79
C 5.16 0.16 -7.12
C -4.03 2.62 -7.33
C 3.25 -6.93 -3.54
C 0.74 -7.59 0.66
C -6.94 2.29 -0.30
C 6.88 -1.95 0.17
C 6.94 -0.61 -1.77
C 4.01 8.90 0.06
C 6.31 8.09 -0.24
H -0.75 -0.93 -2.08
H 1.78 -0.84 -2.77
H -1.01 -2.79 -5.64
H 1.74 0.73 2.40
H 4.45 3.29 -3.29
H 7.92 -1.75 0.41
H 0.52 -2.63 -1.05
H -8.21 1.26 3.08
H -1.64 -3.33 6.49
H 4.49 1.00 -7.27
H 6.27 0.13 -1.32
H -3.57 -0.13 5.66
H 3.84 8.40 1.01
H 0.07 7.92 -0.35
H 0.47 5.04 -2.58
H -4.72 1.59 -9.69
H 1.09 -6.60 2.25
H -5.25 4.12 2.97
H 3.19 -6.50 2.26
H 4.67 -0.62 -6.54
H 2.97 0.70 -4.85
H -2.47 0.80 3.72
H -4.21 -2.75 0.07
H -5.26 -1.67 4.09
H 4.71 -0.37 3.03
H -0.60 1.71 5.08
H 6.09 1.98 1.61
H 0.50 0.20 -5.35
H -8.02 -2.45 4.63
H -3.46 -1.31 4.64
H 0.58 0.26 -1.58
H 4.93 -4.70 -3.45
H 3.43 -6.83 0.58
H -6.94 7.37 0.20
H 5.96 6.01 1.55
H 7.37 -0.93 -7.40
H 1.77 -1.03 0.51
H 4.25 9.95 0.25
H 5.69 -3.83 10.72
H -8.51 5.79 0.77
H 0.50 9.17 -1.61
H 3.01 -2.01 -0.22
H -6.15 -0.16 -3.14
H -2.88 -7.15 3.16
H 4.68 3.35 1.27
H -5.84 0.21 -4.88
H -0.52 3.57 -0.43
H -8.90 3.73 -1.46
H 0.82 8.52 -3.50
H 2.55 -7.74 -3.75
H 6.95 -2.16 8.47
H 1.56 -4.38 -2.72
H -9.93 5.59 -0.15
H -5.03 -4.31 2.93
H -4.35 2.76 -4.59
H 0.09 -3.39 1.40
H -2.80 -2.48 -5.18
H 5.14 4.48 -0.78
H 7.98 -0.29 -1.64
H -3.19 -0.71 2.18
H 6.41 0.43 -3.61
H 5.84 -8.18 -2.94
H 2.66 -5.10 4.70
H -6.63 4.00 -1.10
H -4.97 1.23 -3.83
H -1.07 8.47 -1.58
H 3.13 -4.24 0.98
H -8.78 -2.13 3.17
H 8.85 -4.57 10.32
H -1.48 0.76 1.32
H 2.89 -5.39 -4.88
H 5.43 -0.12 -8.13
H 5.89 -8.57 -4.59
H -1.36 3.54 4.05
H 0.67 -1.90 -3.22
H -3.19 2.11 -6.86
H 2.83 1.72 4.07
H -2.17 -2.42 -6.86
H -4.33 2.12 5.07
H 4.63 -9.27 -3.48
H 5.14 -2.42 7.32
H 1.61 7.02 -1.92
H 0.91 2.17 -3.33
H -3.49 4.39 -6.50
H 3.22 2.33 -4.88
H -8.01 2.96 -4.82
H -4.93 -0.28 2.46
H -1.09 5.77 -2.17
H -0.30 -9.08 1.83
H -0.04 1.23 0.53
H 4.82 -4.38 8.43
H -0.73 -2.33 5.32
H 7.55 -2.16 -3.41
H -4.91 1.99 -7.49
H -5.37 1.02 0.03
H -8.92 -0.12 2.30
H -4.08 -2.69 -3.14
H 6.92 6.39 -1.33
H 5.50 -1.02 -3.30
H -7.03 0.18 2.31
H 6.22 -1.22 0.65
H -6.93 -3.61 2.84
H 8.65 -5.81 9.01
H -2.02 -3.20 -0.05
H -0.89 -4.07 5.07
H 3.86 -4.37 -2.07
H -3.70 4.83 2.82
H -1.15 -8.70 0.32
H 3.13 0.02 4.78
H 3.82 3.05 -1.59
H -6.05 3.95 -3.43
H -3.93 -5.14 0.08
H 2.75 -1.87 6.64
H -4.93 -6.75 -1.36
H 1.00 2.48 -5.11
H 4.19 -1.50 8.42
H -1.62 3.34 2.33
H -4.02 -4.23 5.29
H 7.07 2.18 3.05
H -6.33 -6.67 -0.35
H 5.36 -2.13 10.23
H 7.83 6.62 -0.01
H 2.99 5.67 3.82
H 2.65 -0.55 -1.01
H -4.31 4.46 4.45
H -5.20 4.40 -6.87
H 6.99 8.80 -0.70
H -7.33 8.23 -1.18
H 3.93 0.95 2.00
H -4.41 4.41 -1.40
H 2.10 -3.06 7.62
H 0.39 -0.42 4.82
H 2.79 3.99 3.60
H -7.48 1.78 -1.09
H 1.70 -4.78 0.22
H 0.82 3.94 0.72
H 5.95 -2.08 -5.46
H 6.78 0.55 2.33
H 6.19 8.45 0.78
H -0.22 0.17 3.40
H 3.14 4.15 0.83
H 1.05 -4.91 -4.12
H 2.17 -3.49 4.39
H 0.25 -3.32 3.16
H 1.20 3.70 -0.95
H -3.79 0.73 1.57
H -9.10 3.44 0.24
H 6.61 -2.98 0.41
H -3.29 3.59 -0.38
H -7.26 1.95 0.69
H 1.99 5.07 2.44
H 3.04 8.78 -0.42
H -3.18 -0.08 -4.79
H -5.42 1.64 3.83
H 4.29 5.92 -0.03
H -3.92 -1.28 -2.14
H -1.39 1.61 -3.61
H -6.31 6.83 -1.39
H 7.67 -2.57 10.08
H -6.62 4.54 -4.96
H 3.84 -3.47 -3.60
H -2.03 -0.78 -3.71
H -3.04 1.33 -9.29
H -3.27 3.24 -2.17
H -1.25 1.65 -5.39
H 1.24 7.12 -4.00
H 1.41 -4.34 5.71
H -3.52 2.54 -10.53
H 1.38 -2.42 2.21
H 1.25 -8.35 0.07
H -0.37 4.42 2.86
H 0.60 -6.73 0.00
H 3.50 -7.15 -2.51
H -1.61 -7.89 3.77
H -6.72 2.19 -5.83
H 1.02 2.36 5.03
H -6.53 -6.51 -2.07
H -4.03 -2.93 2.44
H -4.97 2.47 0.70
H -2.18 -1.94 -0.84
H -2.94 -4.72 4.07
H -2.54 -8.82 2.56
H -1.52 1.23 -0.30
H -3.63 -5.14 -1.74
H 9.42 -4.26 8.70
H -5.35 -2.31 -2.15
H 7.77 -2.36 -5.74
H -6.46 -2.06 2.07
H 2.76 3.73 -2.86
H 8.26 -0.06 -6.24
```

=====

A cluster of 8 separate species, C16H32N4O20S2 in total. Source: the Open Molecules 2025 dataset; level of theory: ωB97M-V/def2-TZVPD.

Frontier orbital gap in eV: 9.222
Multiplicity: 1

Geometry as XYZ:
```
74
C16H32N4O20S2, DFT ωB97M-V/def2-TZVPD
S 3.97 0.79 0.44
S -1.27 -0.46 3.35
O 0.30 0.11 3.10
O -2.93 -2.15 -2.02
O -0.60 -3.56 -1.30
O -3.06 4.20 0.92
O -1.48 2.83 5.74
O -2.13 -0.23 -6.45
O 0.47 -5.45 -0.96
O -1.91 1.26 -0.27
O -2.00 4.91 5.15
O 4.27 -0.87 0.62
O 3.85 1.49 1.69
O -2.07 0.74 3.55
O 5.44 1.02 -0.19
O -4.74 3.60 -0.27
O -1.58 -1.52 2.39
O -0.82 -1.04 4.87
O -0.25 0.99 -1.57
O -4.92 -3.02 -1.57
O 0.03 -0.57 -7.03
O 3.01 0.97 -0.63
N -1.37 3.85 4.97
N -0.75 1.26 -0.51
N -3.96 -2.33 -1.31
N -3.95 3.41 0.62
C 0.26 -0.27 5.36
C 1.15 -0.19 -5.03
C 5.12 -1.28 -0.45
C 0.06 1.81 0.54
C 0.51 -4.25 -1.04
C -0.33 -0.47 -4.81
C 1.28 -0.78 -6.36
C -0.68 3.66 3.69
C -4.33 2.29 1.52
C -0.40 -2.19 -0.95
C 5.75 -0.04 -1.03
C -4.11 -1.40 -0.10
C 0.97 -2.12 -0.40
C -0.93 -0.39 -6.12
C 1.19 0.05 4.21
C 1.69 -3.33 -0.88
H -5.08 -1.71 0.31
H 1.57 -1.27 -0.71
H -3.30 -1.54 0.61
H 5.86 -2.01 -0.13
H -1.07 -1.83 -0.17
H 1.15 -2.23 0.67
H -0.10 0.66 5.79
H 4.60 -1.75 -1.29
H -0.57 -1.46 -4.44
H -5.14 1.66 1.15
H -4.19 -0.41 -0.54
H 0.36 2.81 0.26
H -0.49 -1.51 -1.79
H -0.88 0.25 -4.19
H -0.36 4.68 3.48
H 0.18 2.98 3.76
H -4.54 2.73 2.49
H 0.95 1.18 0.55
H -3.44 1.65 1.48
H 0.74 -0.84 6.15
H 1.42 -1.86 -6.29
H 1.67 1.02 4.12
H 1.91 -0.74 3.98
H 1.66 -0.64 -4.18
H 2.10 -3.23 -1.89
H 6.83 -0.18 -0.99
H 5.41 0.27 -2.02
H 2.53 -3.67 -0.26
H 2.09 -0.30 -6.92
H -0.51 1.90 1.47
H -1.49 3.21 3.12
H 1.44 0.86 -5.08
```

=====

| no. | energy (eV) |
| --- | --- |
| 1 | -27915.87180 |
| 2 | -128861.48880 |
| 3 | -147748.47453 |
| 4 | -85676.33852 |